A molecular structure, C4H10F8Li4N5O21S8 at a distorted geometry. Source: OMol25; level of theory: wB97M-V/def2-TZVPD.

Calculated values
LUMO energy ... 1.641 eV
M ... 900.42 g/mol
E_HOMO ... -8.1 eV
Net charge ... -1

The geometry in XYZ format:
```
60
C4H10F8Li4N5O21S8, DFT wB97M-V/def2-TZVPD
Li -2.534 -3.435 -1.863
Li 1.441 1.063 -0.223
Li 0.470 -1.212 1.184
Li -3.678 0.991 -0.187
N 2.151 -0.206 1.163
S 2.609 -0.035 2.775
O 3.835 0.611 3.119
O 2.183 -1.158 3.555
F 1.499 1.058 3.144
S 3.606 -0.628 0.700
O 4.222 -1.844 1.159
O 4.471 0.439 0.279
F 3.082 -1.153 -0.743
N 0.024 -3.063 1.764
S -1.599 -3.576 1.702
O -1.928 -4.665 2.561
O -2.290 -3.514 0.430
F -2.210 -2.334 2.445
S 0.557 -4.285 0.840
O 0.170 -4.172 -0.540
O 0.638 -5.554 1.499
F 2.086 -3.808 0.838
N -4.395 -2.689 -2.169
S -4.801 -1.506 -3.162
O -4.573 -0.141 -2.753
O -5.955 -1.790 -3.951
F -3.599 -1.755 -4.193
S -5.323 -2.079 -0.922
O -6.742 -2.031 -1.117
O -4.788 -1.042 -0.084
F -5.135 -3.332 0.049
N -2.681 1.878 1.204
S -1.946 1.115 2.363
O -1.539 1.901 3.499
O -1.156 -0.011 1.951
F -3.192 0.325 2.975
S -1.287 2.740 0.627
O 0.005 2.105 0.555
O -1.311 4.121 0.925
F -1.790 2.707 -0.894
N -1.168 -0.880 -1.207
O -0.090 -0.434 -0.759
O -1.170 -1.913 -1.874
O -2.237 -0.393 -0.847
C 2.906 3.548 1.699
O 2.500 3.057 0.437
C 3.461 3.332 -0.563
C 2.867 3.031 -1.920
O 2.338 1.730 -1.904
C 2.275 1.148 -3.190
H 2.845 4.643 1.717
H 3.874 3.219 2.084
H 2.139 3.200 2.396
H 4.258 2.585 -0.439
H 3.982 4.295 -0.558
H 3.702 3.124 -2.632
H 2.217 3.814 -2.332
H 3.229 0.851 -3.637
H 1.764 1.780 -3.922
H 1.708 0.226 -3.050
```

Löwdin population analysis, charges in e, atoms 1 to 4: number 1, Li, carries 0.7405; number 2, Li, carries 0.6256; number 3, Li, carries 0.5989; number 4, Li, carries 0.7246

A single C6H7N molecule at a distorted geometry. Source: OMol25; level of theory: wB97M-V/def2-TZVPD.

Calculated values
LUMO energy ... 0.289 eV
M ... 93.13 g/mol
E_HOMO ... -8.9 eV
SMILES string ... Cc1ccccn1
Net charge ... 0
ΔE to the lowest compared entry with this formula, charge and spin ... 49.2 kcal/mol

The geometry in XYZ format:
```
14
C6H7N, DFT wB97M-V/def2-TZVPD
C -1.841 -1.078 0.076
C -0.674 -0.204 -0.258
C 0.541 -0.611 -0.830
C 1.571 0.315 -0.845
C 1.539 1.163 0.270
C 0.300 1.476 0.780
N -0.838 1.011 0.253
H -1.479 -2.043 0.441
H -2.507 -1.204 -0.773
H -2.386 -0.585 0.888
H 0.806 -1.642 -1.043
H 2.410 0.282 -1.542
H 2.460 1.217 0.832
H 0.097 1.904 1.751
```

Löwdin population analysis, charges in e, atoms 1 to 4: number 1, C, carries -0.0389; number 2, C, carries -0.3574; number 3, C, carries -0.0436; number 4, C, carries -0.0657

2 unconnected molecules or ions with the total composition CH6N2P2 at a distorted geometry. Source: OMol25; level of theory: wB97M-V/def2-TZVPD.

Calculated values
LUMO energy (spin up / spin down) ... -0.252 / -0.254 eV
M ... 108.02 g/mol
E_HOMO (spin up / spin down) ... -8.0 / -8.0 eV
Net charge ... 0
ΔE to the lowest compared entry with this formula, charge and spin ... 76.3 kcal/mol

The geometry in XYZ format:
```
11
CH6N2P2, DFT wB97M-V/def2-TZVPD
C -1.159 -0.531 1.318
N -0.062 0.245 1.097
N 0.084 1.409 0.526
P 0.928 0.684 -1.697
P 1.042 -1.373 -1.916
H -0.996 -1.285 2.050
H -2.117 -0.024 0.906
H 0.762 -0.098 1.589
H -0.809 1.849 0.333
H 2.408 0.825 -1.555
H -0.083 -1.699 -2.651
```

Löwdin population analysis, charges in e, atoms 1 to 4: number 1, C, carries 0.0298; number 2, N, carries -0.2710; number 3, N, carries -0.1195; number 4, P, carries 0.2974

A gas-phase ion, C4H13N2S (charge +1). Source: OMol25; level of theory: wB97M-V/def2-TZVPD.

Calculated values
LUMO energy ... -3.386 eV
M ... 121.23 g/mol
E_HOMO ... -12.1 eV
SMILES string ... [NH3+]CCNCCS
Net charge ... +1
ΔE to the lowest compared entry with this formula, charge and spin ... 20.9 kcal/mol

The geometry in XYZ format:
```
20
C4H13N2S, DFT wB97M-V/def2-TZVPD
N -2.245 -1.228 1.460
C -2.371 0.187 0.934
C -1.965 0.135 -0.532
N -0.818 -0.776 -0.653
C 0.446 -0.334 -0.049
C 1.348 0.409 -1.023
S 2.856 1.017 -0.260
H -1.832 -1.207 2.395
H -3.100 -1.779 1.496
H -1.556 -1.673 0.822
H -1.628 0.752 1.479
H -3.369 0.562 1.147
H -1.722 1.146 -0.892
H -2.769 -0.288 -1.130
H -0.634 -1.024 -1.614
H 0.268 0.356 0.784
H 0.953 -1.185 0.382
H 0.770 1.237 -1.441
H 1.583 -0.191 -1.897
H 3.698 0.287 -0.993
```

Löwdin population analysis, charges in e, atoms 1 to 4: number 1, N, carries 0.1840; number 2, C, carries -0.1115; number 3, C, carries -0.1806; number 4, N, carries -0.1040